Record 1
Density functional theory data (ωB97M-V/def2-TZVPD) for one molecule with the formula C9H13NO8 in a non-equilibrium geometry.

Output
Relative energy (zero: lowest compared OMol25 entry of this formula, charge and spin) in kJ/mol: 0.00
E in Ha: -1006.96731

XYZ file:
```
31
Properties=species:S:1:pos:R:3:forces:R:3:lowdin_charge:R:1
C 0.87988 -2.81042 -0.67987 0.2 -0.2 -0.3 -0.072
C 0.27406 -2.04974 0.48042 -0.4 0.1 0.0 -0.153
C -0.47548 -0.80371 0.01177 -0.1 1.2 0.6 -0.352
O -1.53475 -1.16643 -0.86942 -0.3 0.5 0.2 0.022
O -2.63165 -0.18129 -0.70784 0.0 -0.8 0.1 0.020
C -2.21059 0.79584 0.24862 0.9 -0.5 0.7 -0.439
C -3.40579 1.31724 1.02924 -0.1 -0.5 -0.3 0.013
C -1.42734 1.84348 -0.49587 0.1 -0.2 0.1 0.019
C -0.23636 1.54408 -0.98168 0.0 0.1 0.4 0.007
C 0.42769 0.21533 -0.75927 -0.3 -0.2 -1.6 -0.240
O 1.63134 0.39384 -0.05218 2.2 0.0 1.2 -0.011
O 2.60451 1.00190 -0.95970 -0.7 0.2 -0.5 0.000
O 3.90751 0.42621 -0.75848 -1.2 -1.8 0.4 0.092
N 4.80188 1.44074 -0.68429 2.8 5.0 0.5 -0.399
O 4.43252 2.58598 -0.92954 -0.4 -2.1 0.1 0.107
O 5.96367 1.18844 -0.38015 -2.4 -1.5 -0.5 0.116
C -1.19455 0.00015 1.13447 0.2 -0.1 -0.3 -0.213
O -1.86625 -0.81391 2.06222 0.3 -0.5 0.4 0.009
H 1.30217 -3.76639 -0.36465 0.0 0.1 0.0 0.081
H 0.12060 -3.01120 -1.43876 0.1 0.0 0.0 0.087
H 1.67953 -2.23775 -1.15262 0.0 0.0 0.0 0.075
H -0.43512 -2.69390 1.00861 -0.1 0.1 -0.1 0.124
H 1.04508 -1.76257 1.20250 -0.1 0.1 -0.1 0.129
H -3.09935 2.03254 1.78911 0.2 0.0 0.0 0.099
H -4.11781 1.79343 0.35887 0.0 0.1 -0.1 0.091
H -3.90498 0.47994 1.51444 0.0 0.1 0.0 0.090
H -1.85923 2.81546 -0.65182 -0.2 0.3 0.0 0.120
H 0.34943 2.29815 -1.47985 0.1 0.1 -0.3 0.119
H 0.70716 -0.21588 -1.73159 -0.3 -0.1 0.1 0.164
H -0.50355 0.68256 1.65051 -0.1 -0.1 -0.2 0.176
H -1.22423 -1.34214 2.58677 -0.6 0.6 -0.6 0.119
```
Forces are in eV/Å.

Record 2
Density functional theory data (ωB97M-V/def2-TZVPD) for a 4-piece molecular cluster, C2H7NOS overall in a non-equilibrium geometry.

Output
Relative energy (zero: lowest compared OMol25 entry of this formula, charge and spin) in kJ/mol: 392.03
E in Ha: -608.44783

XYZ file:
```
12
Properties=species:S:1:pos:R:3:forces:R:3:lowdin_charge:R:1
C 0.35681 0.25428 0.21646 0.0 -2.9 0.1 -0.122
C -0.96125 0.34456 0.22715 -2.6 2.0 0.7 -0.119
N -4.89885 -1.17160 -0.48055 0.0 0.8 0.6 -0.284
O -4.41486 1.16115 -0.45399 0.8 3.2 -1.5 -0.488
S -4.60443 0.06046 0.38404 -1.1 -4.1 0.3 0.783
H 1.05350 0.95192 0.63823 0.0 0.7 -0.3 0.034
H 0.77682 -0.76380 -0.00988 -0.2 1.1 0.1 0.054
H 4.08953 -0.28360 -1.06233 -2.4 0.8 1.1 0.025
H -1.44602 1.37572 0.50644 0.9 -2.0 -0.5 0.077
H -1.77092 -0.45832 0.05688 2.0 1.1 -0.2 0.046
H -5.19944 -2.03989 -0.05154 0.3 0.1 0.5 -0.006
H 3.35367 -0.04386 -0.72045 2.4 -0.8 -1.1 -0.002
```
Forces are in eV/Å.

Record 3
Density functional theory data (ωB97M-V/def2-TZVPD) for a 4-piece molecular cluster, C21H23BFNO14Si overall.

Output
E in Ha: -2336.43637

XYZ file:
```
62
Properties=species:S:1:pos:R:3:forces:R:3:lowdin_charge:R:1
C -0.19845 -2.14931 -6.91163 -0.1 0.1 0.3 -0.077
O -0.91176 -2.61595 -5.76115 0.1 -0.2 -0.1 -0.048
B -0.14255 -3.28194 -4.81774 0.0 -0.1 -0.1 -0.663
O -0.34733 -4.62156 -4.63689 -0.5 0.2 0.6 0.121
Si 1.20338 -2.33448 -3.61459 -0.1 -0.1 -0.1 0.684
N 2.44412 -1.38905 -4.39032 -0.1 -0.1 0.0 -0.096
C 0.23313 -1.10166 -2.53555 0.2 0.2 0.2 -0.451
C 0.94160 -0.83354 -1.22139 0.0 -0.2 -0.1 -0.110
F -1.07015 -1.57800 -2.24757 0.0 -0.1 -0.2 -0.098
H -0.00232 -1.07839 -6.83415 -0.1 0.0 0.0 0.080
H -0.81151 -2.35026 -7.78602 0.0 0.0 -0.1 0.091
H 0.75356 -2.67231 -7.02189 0.0 0.0 -0.1 0.087
H -1.24161 -4.88856 -4.90651 0.4 0.0 -0.3 0.114
H 1.87702 -3.28116 -2.69500 0.1 0.0 -0.1 0.008
H 3.29373 -1.87781 -4.63413 0.0 0.1 0.0 0.023
H 2.15390 -0.80874 -5.16539 0.1 0.0 0.0 0.023
H 0.12269 -0.15073 -3.06922 -0.2 -0.1 -0.1 0.108
H 0.36359 -0.15613 -0.59264 0.0 0.1 0.0 0.082
H 1.11947 -1.76963 -0.69152 -0.1 0.0 0.1 0.058
H 1.92179 -0.40224 -1.43203 0.0 0.1 0.0 0.079
O 0.52544 -0.85646 5.45467 0.0 -0.1 0.0 0.089
C 1.17126 -1.14713 4.45968 0.0 0.1 -0.1 -0.302
C 1.87227 -0.19383 3.63607 0.0 0.1 0.0 0.076
C 2.52985 -0.64119 2.55538 0.0 -0.1 0.0 -0.226
O 3.20558 0.12960 1.72192 0.0 0.1 0.0 0.118
C 2.55927 -2.11089 2.17496 0.0 0.0 0.0 -0.314
O 3.17473 -2.39060 1.16168 0.0 0.0 0.0 0.094
C 1.87030 -3.06619 3.01215 0.0 -0.1 0.0 0.074
C 1.21460 -2.61765 4.09272 0.0 0.0 0.0 -0.231
O 0.54749 -3.39125 4.93240 0.0 0.0 0.0 0.119
H 1.84507 0.84686 3.92734 0.1 0.0 -0.1 0.114
H 3.56592 -0.46969 1.03597 0.0 0.0 0.0 0.117
H 1.90449 -4.11105 2.73859 0.0 0.0 0.0 0.136
H 0.17129 -2.79246 5.60943 0.0 0.0 0.0 0.120
O 0.15414 4.22221 9.53419 0.0 0.0 0.0 0.103
C 0.78961 3.93924 8.53439 0.0 0.0 0.0 -0.310
C 1.48460 4.89497 7.70184 0.0 0.1 0.0 0.071
C 2.13872 4.44892 6.61949 0.0 0.0 0.0 -0.232
O 2.81073 5.22361 5.78448 0.0 0.1 0.0 0.118
C 2.16946 2.98107 6.24110 0.0 -0.1 0.1 -0.302
O 2.78956 2.69688 5.22807 0.0 0.1 0.0 0.088
C 1.49074 2.02328 7.07809 0.1 -0.1 0.0 0.075
C 0.83860 2.46759 8.16339 0.0 0.1 0.0 -0.226
O 0.18152 1.69128 9.00637 0.0 0.0 0.0 0.123
H 1.45465 5.93876 7.97987 0.0 0.0 0.0 0.135
H 3.17427 4.62782 5.09789 0.0 0.0 0.0 0.120
H 1.52736 0.98130 6.79254 -0.1 0.0 0.0 0.116
H -0.19179 2.28834 9.68675 0.0 0.0 0.0 0.121
O -6.72741 0.90610 -4.20475 0.0 0.0 0.0 0.102
C -5.57145 0.99851 -4.57753 0.0 0.0 0.0 -0.311
C -5.08800 1.98164 -5.52175 -0.1 0.0 0.0 0.071
C -3.79047 1.96589 -5.85898 0.0 0.0 0.0 -0.232
O -3.23190 2.81148 -6.70990 0.0 0.0 0.0 0.115
C -2.81720 0.95332 -5.28594 -0.1 -0.1 0.0 -0.304
O -1.66510 1.02799 -5.68179 0.1 0.1 -0.1 0.089
C -3.29436 -0.01491 -4.33345 0.2 -0.2 0.1 0.079
C -4.59153 -0.00160 -3.99157 0.0 0.1 -0.1 -0.225
O -5.14441 -0.83894 -3.13177 0.0 0.0 0.0 0.124
H -5.79002 2.69728 -5.92527 0.0 0.0 0.0 0.135
H -2.28802 2.55564 -6.75726 0.0 0.0 0.0 0.118
H -2.58111 -0.72049 -3.92810 -0.1 0.0 0.0 0.119
H -6.09103 -0.59380 -3.08804 0.0 0.0 0.0 0.120
```
Forces are in eV/Å.

Record 4
Density functional theory data (ωB97M-V/def2-TZVPD) for a 2-piece molecular cluster, C3H11N3 overall in a non-equilibrium geometry.

Output
Multiplicity: 2
Relative energy (zero: lowest compared OMol25 entry of this formula, charge and spin) in kJ/mol: 74.21
E in Ha: -284.83003
Charge: +1

XYZ file:
```
17
Properties=species:S:1:pos:R:3:forces:R:3:lowdin_spin:R:1
C -1.36087 1.63721 0.96730 1.0 0.0 -0.5 0.086
N -2.07605 0.57886 0.30609 -1.3 1.0 1.0 0.667
C -2.91164 0.86809 -0.81065 0.6 0.4 -0.9 0.092
H -0.40749 1.81923 0.43974 -0.1 -0.1 -0.1 0.035
H -1.91800 2.57808 0.88913 -0.1 -0.2 0.1 0.031
H -1.09935 1.37322 1.98184 -0.2 -0.1 0.2 0.001
H -2.46129 -0.13311 0.92780 0.5 -0.4 -0.2 0.015
H -3.59962 1.68776 -0.55882 -0.3 -0.3 0.4 0.048
H -3.40060 -0.01744 -1.19189 -0.2 0.0 0.1 0.001
H -2.33991 1.35872 -1.60406 0.3 -0.2 -0.1 0.024
N 1.44517 -1.75640 0.32675 -0.3 -0.4 0.4 0.001
C 2.62655 -1.28193 -0.15788 0.2 0.2 -0.2 0.000
N 2.68913 -0.11870 -0.65107 0.0 0.6 0.0 0.000
H 1.23213 -2.73152 0.44298 0.3 0.1 0.0 0.000
H 0.67882 -1.11276 0.38378 0.0 0.0 -0.2 0.000
H 3.48696 -1.94000 -0.05764 -0.1 -0.3 0.0 0.000
H 3.63296 0.16836 -0.90836 -0.2 -0.3 0.1 0.000
```
Forces are in eV/Å.